{
  "formula": "C29H34BF3O3",
  "method": "ωB97M-V/def2-TZVPD",
  "lumo_ev": 0.4,
  "total_energy_ev": -45598.48685,
  "max_force_ev_per_a": 2.62,
  "homo_lumo_gap_ev": 8.285,
  "total_charge": 0,
  "e_above_lowest_kcal_mol": 15.1,
  "e_homo_ev": -7.93,
  "species": ["C", "C", "C", "C", "C", "C", "O", "B", "C", "C", "C", "C", "C", "F", "F", "F", "C", "C", "C", "C", "O", "H", "H", "H", "H", "H", "H", "H", "H", "H", "H", "H", "H", "H", "H", "H", "H", "H", "H", "H", "H", "H", "C", "O", "C", "C", "C", "C", "C", "C", "C", "C", "C", "C", "C", "C", "C", "H", "H", "H", "H", "H", "H", "H", "H", "H", "H", "H", "H", "H"],
  "coordinates": [[-5.097, -1.220, -2.455], [-3.993, -0.258, -2.129], [-3.748, 0.710, -3.326], [-4.087, 0.450, -0.693], [-4.762, 1.799, -0.726], [-4.733, -0.420, 0.397], [-2.699, 0.670, -0.361], [-2.053, -0.023, -1.377], [-0.623, 0.374, -1.786], [0.065, -0.369, -2.766], [1.241, 0.127, -3.315], [1.711, 1.355, -2.846], [3.018, 1.841, -3.411], [3.393, 3.078, -2.972], [4.026, 0.981, -3.033], [3.071, 1.883, -4.772], [1.088, 2.088, -1.837], [-0.043, 1.539, -1.246], [-0.191, -1.437, 1.298], [-0.704, -2.694, 0.592], [-2.781, -1.033, -1.993], [-6.024, -0.667, -2.651], [-4.825, -1.808, -3.340], [-5.262, -1.906, -1.620], [-4.643, 1.280, -3.605], [-2.940, 1.431, -3.115], [-3.407, 0.110, -4.188], [-5.762, 1.725, -1.158], [-4.887, 2.178, 0.290], [-4.177, 2.518, -1.308], [-5.789, -0.631, 0.166], [-4.175, -1.352, 0.579], [-4.739, 0.144, 1.339], [-0.338, -1.326, -3.097], [1.778, -0.426, -4.097], [1.485, 3.053, -1.512], [-0.487, 2.030, -0.382], [-0.205, -0.630, 0.528], [-1.004, -1.137, 1.995], [-0.456, -3.626, 1.120], [-1.788, -2.534, 0.510], [-0.345, -2.810, -0.437], [5.964, 2.223, -0.223], [5.466, 0.934, -0.621], [4.250, 0.509, -0.198], [3.956, -0.857, -0.420], [2.942, -1.444, 0.296], [2.159, -0.678, 1.170], [1.131, -1.472, 1.974], [1.018, -1.147, 3.493], [0.521, -2.181, 4.310], [0.679, -2.095, 5.695], [1.192, -0.930, 6.286], [1.563, 0.140, 5.465], [1.456, 0.050, 4.071], [2.235, 0.715, 1.121], [3.329, 1.317, 0.506], [6.997, 2.214, -0.565], [5.427, 2.987, -0.785], [5.901, 2.395, 0.859], [4.626, -1.429, -1.056], [2.833, -2.531, 0.260], [1.538, -2.497, 1.984], [0.138, -3.104, 3.848], [0.432, -2.955, 6.311], [1.344, -0.868, 7.368], [1.995, 1.048, 5.878], [1.815, 0.876, 3.454], [1.489, 1.335, 1.631], [3.497, 2.389, 0.626]]
}



{
  "formula": "C29H34Br2CeN8O",
  "method": "ωB97M-V/def2-TZVPD",
  "spin_multiplicity": 2,
  "lumo_ev": [-8.2, -8.1],
  "total_energy_ev": -197590.02548,
  "max_force_ev_per_a": 0.57,
  "s_squared": 0.751,
  "homo_lumo_gap_ev": [8.714, 8.746],
  "total_charge": 3,
  "e_above_lowest_kcal_mol": 5.9,
  "e_homo_ev": [-16.87, -16.89],
  "species": ["Ce", "C", "C", "N", "C", "C", "C", "C", "C", "C", "C", "N", "C", "C", "N", "N", "H", "H", "H", "H", "H", "H", "H", "H", "H", "H", "H", "H", "H", "H", "H", "H", "H", "H", "Br", "C", "C", "C", "N", "C", "C", "C", "C", "C", "Br", "C", "C", "N", "H", "H", "H", "H", "H", "H", "C", "C", "O", "N", "C", "C", "C", "C", "C", "C", "N", "H", "H", "H", "H", "H", "H", "H", "H", "H", "H"],
  "coordinates": [[0.072, -0.023, -0.185], [0.628, -2.820, 1.918], [-0.776, -3.106, 1.411], [-0.976, -2.504, 0.070], [-2.409, -2.324, -0.234], [-3.001, -1.173, 0.552], [-4.363, -1.107, 0.776], [-4.863, -0.067, 1.548], [-3.979, 0.846, 2.101], [-2.627, 0.725, 1.819], [-1.649, 1.706, 2.428], [-0.232, 1.436, 2.109], [0.483, 0.742, 3.208], [0.229, -0.756, 3.191], [0.879, -1.360, 2.002], [-2.149, -0.243, 1.023], [1.360, -3.257, 1.238], [0.757, -3.292, 2.896], [-1.514, -2.689, 2.096], [-0.933, -4.186, 1.391], [-0.619, -3.183, -0.594], [-2.988, -3.224, -0.010], [-2.524, -2.120, -1.303], [-5.019, -1.866, 0.372], [-5.926, 0.011, 1.738], [-4.332, 1.636, 2.751], [-1.804, 1.705, 3.512], [-1.913, 2.707, 2.081], [0.213, 2.342, 2.009], [0.195, 1.141, 4.184], [1.553, 0.927, 3.085], [-0.842, -0.949, 3.149], [0.612, -1.200, 4.114], [1.877, -1.259, 2.175], [5.013, 5.291, -1.077], [3.754, 3.916, -0.889], [4.154, 2.600, -0.708], [3.174, 1.642, -0.570], [1.856, 1.888, -0.585], [1.471, 3.171, -0.772], [2.393, 4.194, -0.932], [0.007, 3.443, -0.823], [-0.489, 4.735, -0.918], [-1.862, 4.941, -0.976], [-2.553, 6.681, -1.056], [-2.702, 3.835, -0.984], [-2.123, 2.586, -0.897], [-0.808, 2.373, -0.781], [5.202, 2.335, -0.684], [3.470, 0.610, -0.452], [2.085, 5.213, -1.103], [0.161, 5.596, -0.946], [-3.774, 3.949, -1.058], [-2.753, 1.703, -0.918], [-0.318, 0.933, -4.647], [-0.143, -0.148, -3.628], [-0.542, -0.041, -2.443], [0.450, -1.266, -4.035], [0.529, -2.457, -3.200], [1.796, -2.533, -2.375], [2.813, -3.386, -2.777], [3.987, -3.454, -2.042], [4.097, -2.661, -0.911], [3.032, -1.850, -0.575], [1.889, -1.764, -1.274], [-1.197, 1.527, -4.404], [-0.429, 0.516, -5.646], [0.549, 1.597, -4.649], [0.800, -1.321, -4.979], [0.458, -3.328, -3.847], [-0.344, -2.441, -2.550], [2.689, -3.999, -3.660], [4.790, -4.115, -2.339], [4.987, -2.675, -0.298], [3.091, -1.244, 0.323]]
}



{
  "formula": "C29H34Br2N9O2Y",
  "method": "ωB97M-V/def2-TZVPD",
  "lumo_ev": -1.2,
  "total_energy_ev": -189261.20480,
  "max_force_ev_per_a": 2.93,
  "homo_lumo_gap_ev": 5.778,
  "total_charge": 0,
  "e_above_lowest_kcal_mol": 6.7,
  "e_homo_ev": -6.96,
  "species": ["Y", "C", "C", "C", "C", "C", "Br", "N", "C", "H", "H", "H", "H", "H", "H", "C", "C", "C", "C", "C", "C", "C", "Br", "C", "O", "C", "C", "C", "C", "C", "C", "H", "H", "H", "H", "H", "H", "H", "H", "H", "H", "H", "H", "H", "H", "H", "H", "H", "H", "H", "H", "N", "C", "N", "C", "N", "C", "C", "N", "C", "C", "N", "H", "H", "H", "H", "H", "N", "C", "N", "C", "N", "C", "O", "H", "H", "H"],
  "coordinates": [[11.857, -8.864, 10.755], [8.615, -3.849, 11.903], [9.985, -4.261, 11.483], [10.881, -3.313, 10.962], [12.136, -3.739, 10.504], [12.386, -5.138, 10.551], [14.109, -5.702, 9.928], [11.550, -6.031, 11.055], [10.324, -5.608, 11.487], [8.603, -2.774, 12.074], [8.155, -4.349, 12.818], [7.944, -4.072, 11.021], [10.657, -2.253, 10.971], [12.875, -3.141, 10.017], [9.642, -6.416, 11.879], [7.452, -13.347, 16.231], [7.075, -13.405, 14.729], [6.785, -14.860, 14.321], [5.716, -12.700, 14.606], [8.131, -12.705, 13.895], [8.696, -11.530, 14.325], [9.600, -10.899, 13.486], [9.896, -9.102, 14.004], [10.206, -11.431, 12.283], [11.194, -10.788, 11.704], [9.591, -12.695, 11.862], [8.601, -13.215, 12.720], [10.092, -13.569, 10.730], [10.933, -14.669, 11.399], [8.826, -14.173, 10.058], [10.855, -12.842, 9.591], [6.807, -13.908, 16.908], [7.449, -12.322, 16.573], [8.470, -13.701, 16.398], [6.165, -15.382, 15.066], [7.660, -15.474, 14.186], [6.244, -14.986, 13.411], [5.030, -13.028, 15.406], [5.147, -12.906, 13.689], [5.834, -11.604, 14.686], [8.333, -11.046, 15.240], [8.147, -14.144, 12.392], [10.471, -15.095, 12.331], [11.952, -14.276, 11.685], [11.062, -15.451, 10.638], [8.273, -14.814, 10.740], [9.246, -14.687, 9.157], [8.162, -13.394, 9.700], [11.610, -12.186, 10.054], [10.219, -12.214, 8.970], [11.328, -13.636, 8.963], [12.230, -9.098, 6.070], [11.649, -8.422, 7.109], [12.298, -8.737, 8.252], [13.218, -9.660, 7.843], [13.260, -9.860, 6.548], [14.151, -10.316, 8.695], [15.195, -11.074, 8.149], [16.085, -11.656, 8.955], [16.007, -11.357, 10.246], [14.929, -10.729, 10.812], [13.957, -10.213, 10.017], [12.110, -8.916, 5.057], [10.898, -7.649, 7.016], [15.295, -11.172, 7.098], [16.869, -11.644, 10.876], [14.826, -10.662, 11.916], [9.603, -8.695, 10.135], [8.530, -8.227, 9.910], [7.322, -7.845, 9.829], [6.869, -6.888, 9.013], [6.249, -5.999, 8.534], [13.373, -7.958, 13.660], [12.799, -8.496, 12.483], [14.479, -8.001, 13.588], [12.967, -8.447, 14.586], [13.062, -6.916, 13.783]]
}